# 1
16
Properties=species:S:1:pos:R:3:mulliken_charge:R:1 method="wB97M-V/def2-TZVPD" e_above_lowest_kcal_mol=76.3 mol_weight_g_mol=86.134 largest_force_ev_per_a=0.379 gap_ev=9.02
C 2.50 0.30 0.23 -1.021
C 1.22 0.23 -0.60 -0.708
C 0.00 -0.33 -0.15 0.699
O 0.17 -1.51 0.37 -0.637
C -1.38 0.12 -0.51 -0.264
C -2.38 -0.01 0.64 -1.120
H 3.34 0.50 -0.45 0.319
H 2.48 1.10 0.98 0.253
H 2.73 -0.64 0.75 0.323
H 1.16 -1.20 -0.43 0.345
H 1.14 0.98 -1.38 0.320
H -1.69 -0.54 -1.32 0.241
H -1.36 1.14 -0.91 0.296
H -2.22 0.75 1.41 0.314
H -3.40 0.11 0.26 0.331
H -2.30 -1.00 1.11 0.310


# 2
13
Properties=species:S:1:pos:R:3:mulliken_charge:R:1 method="wB97M-V/def2-TZVPD" e_above_lowest_kcal_mol=134.1 mol_weight_g_mol=111.104 largest_force_ev_per_a=4.730 smiles=N[C@@H]1Cc2nonc21 gap_ev=10.70
N 0.99 2.18 -0.36 -0.596
C 0.09 1.39 0.41 0.085
C 0.73 0.46 1.53 -0.612
C 0.17 -0.69 0.64 0.409
N -0.03 -1.84 0.19 -0.459
O -0.88 -1.74 -0.88 -0.025
N -0.99 -0.43 -1.26 -0.440
C -0.42 0.16 -0.26 0.212
H 1.93 1.75 -0.23 0.268
H 0.66 2.06 -1.31 0.295
H -0.74 2.05 0.73 0.295
H 0.22 0.45 2.44 0.294
H 1.85 0.38 1.53 0.274


# 3
14
Properties=species:S:1:pos:R:3:mulliken_charge:R:1 method="wB97M-V/def2-TZVPD" e_above_lowest_kcal_mol=87.5 mol_weight_g_mol=101.105 largest_force_ev_per_a=1.059 gap_ev=9.24
C -1.92 -0.91 -0.25 -1.041
C 1.42 1.65 -0.74 -0.934
C -0.72 -1.02 0.64 0.721
C 0.24 0.78 -0.57 -0.229
O 1.52 -0.45 1.09 -0.459
N 0.35 -0.18 0.30 0.312
O -0.63 -1.72 1.60 -0.589
H 1.20 -1.10 1.75 0.377
H -2.37 0.07 -0.11 0.299
H -1.63 -1.00 -1.30 0.331
H -2.63 -1.69 0.01 0.324
H 2.09 1.15 -1.43 0.280
H 1.12 2.60 -1.19 0.281
H 1.97 1.82 0.19 0.326


# 4
44
Properties=species:S:1:pos:R:3:mulliken_charge:R:1 method="wB97M-V/def2-TZVPD" e_above_lowest_kcal_mol=0.0 mol_weight_g_mol=493.910 largest_force_ev_per_a=3.102 gap_ev="6.77 / 6.77"
O 4.26 0.14 -3.40 -0.655
H 4.21 1.08 -3.64 0.299
Hg 0.31 0.41 -0.58 1.327
N -1.55 -0.86 -0.92 0.024
N 0.33 -0.91 -2.58 0.233
O -2.53 -0.81 0.05 -0.540
O 1.34 -0.96 -3.32 -0.715
C -1.94 -1.26 -2.13 0.251
C -0.87 -1.32 -3.09 0.381
C -3.35 -1.63 -2.42 -1.505
C -1.01 -1.76 -4.51 -1.202
H -4.02 -1.16 -1.70 0.377
H -3.48 -2.71 -2.36 0.273
H -3.63 -1.32 -3.43 0.426
H -0.32 -2.58 -4.73 0.297
H -0.81 -0.96 -5.24 0.271
H -2.04 -2.11 -4.66 0.341
H -2.08 -0.30 0.80 0.568
H 3.41 -0.13 -2.99 0.356
O -0.26 -2.23 1.29 -0.512
H -0.99 -2.49 0.71 0.280
H 0.33 -3.00 1.29 0.254
C 0.72 2.35 -0.65 -1.440
H 0.91 2.79 0.33 0.257
H -0.01 2.92 -1.24 0.363
H 1.72 2.36 -1.20 0.264
O -3.16 2.63 2.44 -0.681
H -3.87 2.26 1.89 0.331
H -2.98 3.51 2.04 0.319
O -1.14 0.90 1.68 -0.633
C -0.56 0.51 2.94 -0.468
C 0.95 0.46 2.91 0.461
C 1.69 0.70 4.09 -0.837
C 3.08 0.61 4.03 -0.281
C 3.69 0.29 2.81 -0.723
C 2.87 0.14 1.68 -0.333
N 1.53 0.21 1.74 0.037
H -1.81 1.61 1.87 0.226
H -0.88 1.23 3.70 0.442
H -0.94 -0.49 3.20 0.209
H 1.15 0.97 4.99 0.409
H 3.69 0.79 4.91 0.390
H 4.77 0.18 2.69 0.405
H 3.30 -0.05 0.70 0.451